(1)
{"formula": "C2H5NO", "method": "wB97M-V/def2-TZVPD", "homo_ha": -0.3633, "orbital_gap_ev": 10.8, "lumo_ev": 0.89, "elements": ["C", "C", "O", "N", "H", "H", "H", "H", "H"], "xyz": [[0.414, 0.200, -0.940], [-0.033, -0.659, 0.264], [0.102, -1.864, 0.331], [-0.582, 0.155, 1.194], [1.485, 0.050, -1.058], [0.258, 1.297, -0.912], [-0.131, -0.160, -1.810], [-0.968, -0.109, 2.090], [-0.544, 1.088, 0.841]]}


(2)
{"formula": "C2H5NO", "method": "wB97M-V/def2-TZVPD", "homo_ha": -0.3730, "orbital_gap_ev": 8.6, "lumo_ev": -1.54, "elements": ["C", "C", "H", "H", "H", "H", "H", "N", "O"], "xyz": [[1.127, -0.081, -0.164], [-0.241, 0.567, -0.224], [1.216, -1.064, -1.095], [1.275, -0.540, 1.146], [1.952, 0.997, -0.419], [-1.316, -1.407, 0.805], [-2.333, 0.012, 0.571], [-1.305, -0.265, -0.504], [-0.375, 1.780, -0.116]]}


Sorted by energy, starting with the most stable: (1), (2).


(1)
{"formula": "C2H3N3S", "method": "wB97M-V/def2-TZVPD", "homo_ha": -0.3295, "orbital_gap_ev": 9.3, "lumo_ev": 0.38, "elements": ["C", "C", "N", "N", "N", "S", "H", "H", "H"], "xyz": [[-1.474, 1.042, -0.019], [-0.997, -0.294, -0.055], [-2.800, 1.228, -0.010], [-2.127, -1.216, 0.032], [0.316, -0.803, -0.082], [-3.443, -0.235, 0.027], [-0.766, 1.899, -0.107], [0.726, -0.319, -0.834], [0.640, -1.755, -0.310]]}


(2)
{"formula": "C2H3N3S", "method": "wB97M-V/def2-TZVPD", "homo_ha": -0.3215, "orbital_gap_ev": 7.3, "lumo_ev": -1.49, "elements": ["C", "C", "N", "N", "N", "S", "H", "H", "H"], "xyz": [[-1.161, -0.829, 0.179], [1.548, 0.763, -0.095], [-0.358, -1.721, 0.471], [-0.812, 0.318, -0.394], [0.367, 0.895, -0.592], [3.110, 0.970, -0.103], [-2.189, -0.921, 0.399], [-1.484, 1.148, -0.440], [0.980, -0.623, 0.576]]}


Sorted by energy, starting with the most stable: (1), (2).


(1)
{"formula": "C5H13N", "method": "wB97M-V/def2-TZVPD", "homo_ha": -0.3004, "orbital_gap_ev": 5.7, "lumo_ev": -2.44, "elements": ["C", "C", "C", "C", "C", "N", "H", "H", "H", "H", "H", "H", "H", "H", "H", "H", "H", "H", "H"], "xyz": [[-0.201, 0.395, 0.116], [-0.979, -0.535, 1.217], [-1.352, 0.144, 2.686], [1.107, -0.321, -0.018], [1.946, 0.175, -1.340], [-0.922, 0.008, -2.240], [-0.722, 0.229, -0.859], [-0.186, 1.239, 0.751], [-0.346, -1.604, 1.243], [-0.814, 0.107, 3.649], [-1.855, 0.432, 1.552], [-0.647, 0.790, -2.860], [1.762, -0.650, 0.892], [1.014, -1.418, -0.738], [2.215, 1.270, -1.262], [1.397, 0.147, -2.248], [2.929, -0.481, -1.388], [-2.432, 0.121, 2.771], [-1.915, -0.048, -1.923]]}


(2)
{"formula": "C5H13N", "method": "wB97M-V/def2-TZVPD", "homo_ha": -0.3377, "orbital_gap_ev": 10.3, "lumo_ev": 1.14, "elements": ["C", "C", "C", "H", "H", "H", "H", "H", "H", "C", "C", "N", "H", "H", "H", "H", "H", "H", "H"], "xyz": [[-1.080, 0.990, 2.232], [-1.064, 2.198, 1.315], [-0.275, 2.297, 0.249], [-2.112, 0.908, 2.575], [-0.668, 0.110, 1.754], [-0.488, 1.239, 3.117], [-1.322, 3.098, 1.851], [-0.246, 3.221, -0.313], [0.546, 1.605, 0.093], [-0.198, -1.679, -0.583], [0.794, -1.016, -1.512], [1.499, -2.058, -2.274], [0.392, -2.228, 0.165], [-0.788, -1.003, 0.030], [-0.815, -2.417, -1.091], [0.309, -0.400, -2.274], [1.449, -0.348, -0.942], [2.327, -1.666, -2.700], [1.738, -2.850, -1.693]]}


(3)
{"formula": "C5H13N", "method": "wB97M-V/def2-TZVPD", "homo_ha": -0.3232, "orbital_gap_ev": 9.9, "lumo_ev": 1.13, "elements": ["C", "C", "C", "C", "C", "H", "H", "H", "H", "H", "H", "H", "H", "H", "H", "H", "H", "H", "N"], "xyz": [[0.443, 0.495, 1.967], [-0.695, -0.430, 1.271], [-0.070, -1.227, 0.122], [0.949, -0.550, -0.849], [-0.839, 0.884, -1.486], [0.192, 1.199, 2.828], [0.784, 1.232, 1.187], [1.452, -0.146, 2.215], [-1.501, 0.333, 1.000], [-1.120, -1.196, 1.922], [0.304, -2.158, 0.407], [-0.931, -1.518, -0.518], [1.994, -0.675, -0.604], [0.792, -1.234, -1.832], [1.255, 1.338, -1.694], [-1.124, 0.187, -2.402], [-1.594, 0.726, -0.574], [-0.951, 1.849, -1.906], [0.656, 0.890, -1.053]]}


(4)
{"formula": "C5H13N", "method": "wB97M-V/def2-TZVPD", "homo_ha": -0.3448, "orbital_gap_ev": 10.3, "lumo_ev": 0.95, "elements": ["C", "C", "C", "H", "H", "H", "H", "H", "H", "H", "H", "C", "C", "N", "H", "H", "H", "H", "H"], "xyz": [[-0.513, 0.786, 1.784], [-0.363, 1.717, 0.550], [-1.447, 2.800, 0.596], [0.445, 0.302, 1.975], [-0.817, 1.344, 2.666], [-1.240, -0.007, 1.604], [0.694, 1.960, 0.507], [-0.676, 1.098, -0.291], [-1.590, 3.271, -0.376], [-1.128, 3.534, 1.339], [-2.385, 2.338, 0.900], [0.763, -1.685, -2.085], [1.481, -3.383, -0.645], [0.905, -3.084, -1.726], [1.726, -1.165, -1.959], [0.288, -1.399, -3.014], [0.167, -1.292, -1.257], [1.413, -4.411, -0.305], [2.276, -2.725, -0.265]]}


Sorted by energy, starting with the most stable: (2), (4), (3), (1).